1.
Density functional theory data (ωB97M-V/def2-TZVPD) for C46H65AsIrN3OP2S3 as an isolated structure in a non-equilibrium geometry.

XYZ file:
```
122
Properties=species:S:1:pos:R:3:lowdin_spin:R:1
Ir -0.76704 0.22462 0.72675 2.17
C 0.82777 -2.22717 3.24758 0.01
P 1.06315 -1.86527 1.43992 0.10
C 2.54162 -0.78767 1.71502 0.00
N 3.74958 -1.23784 1.52259 0.01
C 4.82411 -0.56046 1.98517 0.00
C 6.13528 -1.01932 1.75180 0.00
C 7.18579 -0.38625 2.35839 0.00
C 6.97428 0.72233 3.20644 0.00
C 5.71588 1.21336 3.41754 0.00
C 4.61873 0.59486 2.78571 0.00
N 3.37882 1.12262 2.84581 0.00
C 2.37658 0.52331 2.26936 0.02
P 0.79597 1.46247 2.14633 0.10
C 0.44850 1.69226 3.92661 0.02
C 1.24355 3.18347 1.50730 0.02
C 2.34703 3.91303 2.27183 0.01
C -0.04548 4.00414 1.61855 0.01
C 1.66090 3.00276 0.04786 0.01
C 1.79306 -3.51535 0.82503 0.03
C 0.62678 -4.50031 0.69089 0.00
C 2.39684 -3.27023 -0.56382 0.00
C 2.81093 -4.15524 1.77453 0.01
H 1.77678 -2.31829 3.77318 0.00
H 0.26239 -3.14932 3.38394 0.00
H 0.25906 -1.40839 3.68822 0.00
H 6.28401 -1.88471 1.11811 0.00
H 8.19311 -0.74599 2.19692 0.00
H 7.82334 1.19038 3.68581 0.00
H 5.53781 2.07507 4.04797 0.00
H 1.32399 2.09570 4.43212 0.00
H 0.21087 0.71903 4.35563 0.00
H -0.40462 2.35358 4.07631 0.00
H 2.11214 4.01724 3.33097 0.00
H 2.44189 4.91761 1.85116 0.00
H 3.30408 3.41929 2.17540 0.00
H -0.31047 4.17981 2.66259 0.00
H -0.87756 3.51259 1.11525 0.00
H 0.10560 4.98034 1.15358 0.00
H 2.59448 2.43770 -0.01200 0.00
H 1.82936 3.97513 -0.41844 0.00
H 0.89013 2.48103 -0.52193 0.01
H -0.15923 -4.10591 0.04544 0.00
H 0.20211 -4.75377 1.66400 0.00
H 0.99481 -5.42869 0.24731 0.00
H 1.66232 -2.79586 -1.22168 0.00
H 2.69577 -4.22293 -1.00943 0.00
H 3.27572 -2.63496 -0.50002 0.00
H 2.35022 -4.44578 2.71920 0.00
H 3.65471 -3.50958 1.97667 0.00
H 3.19181 -5.06512 1.30268 0.00
C -3.24750 -1.76812 -5.23286 0.00
C -3.68585 -0.55762 -4.42117 0.00
S -2.84337 -0.38020 -2.82199 0.04
C -3.60084 -1.62498 -1.74949 0.01
C -2.91259 -2.95659 -1.89450 0.00
S -1.11585 -2.64862 -1.96192 0.02
C -0.59596 -3.82759 -3.23654 0.00
C -1.24406 -3.67947 -4.62214 0.00
S -1.42967 -1.96641 -5.20842 0.00
H -3.55214 -1.63684 -6.26990 0.00
H -3.70626 -2.67813 -4.85224 0.00
H -4.76293 -0.56861 -4.24006 0.00
H -3.43685 0.36788 -4.94290 0.00
H -4.67263 -1.68547 -1.94433 0.00
H -3.43256 -1.21430 -0.75073 0.01
H -3.20192 -3.47231 -2.80652 0.00
H -3.13694 -3.59718 -1.04016 0.00
H -0.79160 -4.83085 -2.85223 0.00
H 0.48383 -3.68819 -3.29464 0.00
H -2.22560 -4.14792 -4.64864 0.00
H -0.61906 -4.19421 -5.35035 0.00
C -4.38915 -1.28402 1.90171 0.03
As -2.46004 -1.20036 2.17455 0.13
C -2.15639 -3.13787 2.17271 0.02
C -2.51849 -0.83949 4.09299 0.02
H -4.77285 -2.02624 2.60169 0.00
H -4.63987 -1.59311 0.88801 0.00
H -4.86249 -0.32930 2.10362 0.00
H -2.02216 -3.50114 3.19041 0.00
H -1.28231 -3.39622 1.58056 0.00
H -3.02928 -3.62929 1.74395 0.00
H -3.21677 -1.54052 4.54951 0.00
H -2.87497 0.17477 4.26032 0.00
H -1.54465 -0.95967 4.56316 0.00
C 0.40626 4.58223 -4.10530 0.05
C 0.25093 5.24553 -2.89460 0.00
C -0.47874 4.66498 -1.87380 0.05
C -1.02074 3.38130 -2.00836 0.04
C -0.85349 2.72908 -3.22715 0.04
C -0.16258 3.33080 -4.26977 0.00
C -1.91346 2.88290 -0.94407 0.30
C -2.02484 1.76317 -0.19900 0.36
C -3.25246 1.78902 0.64364 0.06
C -3.19723 2.10964 2.00644 0.05
C -4.35680 2.36703 2.72498 0.00
C -5.59631 2.28384 2.10686 0.04
C -5.66953 1.93374 0.76403 0.01
C -4.51307 1.68838 0.04112 0.03
H 0.93953 5.05324 -4.92018 0.00
H 0.67534 6.23220 -2.76204 0.00
H -0.64100 5.21296 -0.95336 0.00
H -1.33190 1.77462 -3.37318 0.00
H -0.08731 2.83400 -5.23003 0.00
H -2.65935 3.65068 -0.71414 0.02
H -2.22907 2.24388 2.47732 0.00
H -4.29176 2.65589 3.76683 0.00
H -6.49753 2.49803 2.66535 0.00
H -6.63488 1.87012 0.27781 0.00
H -4.56582 1.46267 -1.01818 0.00
O 1.26158 -0.19251 -0.64378 0.09
N 1.82754 0.07612 -1.80288 0.01
C 1.12065 0.05800 -2.94453 0.00
C 1.72857 0.31923 -4.15388 0.00
C 3.08167 0.61104 -4.20247 0.00
C 3.80152 0.58694 -3.01615 0.00
C 3.15527 0.31006 -1.83365 0.01
H 0.07442 -0.17609 -2.83226 0.00
H 1.13268 0.28767 -5.05321 0.00
H 3.56782 0.84807 -5.13801 0.00
H 4.86374 0.78305 -2.99570 0.00
H 3.66286 0.24733 -0.88238 0.00
```

Calculated values
Electronic energy ... -170017.934 eV
Kohn-Sham gap (alpha / beta) ... 7.24 / 4.16 eV
Multiplicity ... 5
Net charge ... +2


2.
Density functional theory data (ωB97M-V/def2-TZVPD) for C46H65F3N4NiP as an isolated structure in a non-equilibrium geometry.

XYZ file:
```
120
Properties=species:S:1:pos:R:3:lowdin_charge:R:1
Ni 0.66088 0.65775 0.25820 0.56
C -1.22289 6.78772 0.72355 -0.09
C -1.94645 5.54396 0.19589 -0.19
C -1.00053 4.47299 -0.24507 -0.13
C -0.45575 4.29821 -1.46774 -0.13
C -0.67426 5.10436 -2.70462 -0.19
C -1.66966 4.40325 -3.63948 -0.08
C 0.34731 3.08720 -1.38821 -0.21
C 1.33057 2.74068 -2.27441 0.04
C 2.21244 1.68084 -2.01839 -0.20
C 3.55108 1.56276 -2.56999 -0.13
C 4.22905 2.63000 -3.37380 -0.19
C 4.59819 3.82760 -2.48707 -0.09
C 4.08815 0.43129 -2.05210 -0.12
C 3.05718 -0.15707 -1.21549 -0.21
C 3.11374 -1.39749 -0.67653 0.08
C 2.03379 -2.02344 0.02865 -0.27
N 1.06852 -1.22994 0.60382 0.00
C 0.37170 -2.05014 1.55885 -0.32
C -0.43432 -1.42864 2.62521 0.03
C -0.48402 -0.11723 2.90099 -0.24
N -0.21240 0.88369 1.98357 0.09
C -0.49822 2.04109 2.60299 -0.20
C -0.73547 3.24236 1.93360 0.04
C -0.53801 3.36436 0.57568 -0.22
N 0.20168 2.49971 -0.16140 0.08
C -0.78608 1.80837 4.01666 -0.13
C -0.84300 0.46908 4.18418 -0.13
C -1.15510 -0.30523 5.42544 -0.19
C -2.64938 -0.64612 5.49491 -0.09
C -0.85524 2.86811 5.07113 -0.19
C 0.54324 3.17908 5.62030 -0.09
C 0.90276 -4.20974 0.67727 -0.26
C 2.05236 -3.41289 0.08426 -0.15
C 3.23434 -4.21711 -0.41304 -0.22
C 3.29347 -4.39359 -1.94182 -0.10
C 0.52327 -5.55294 0.01614 -0.21
C 0.21296 -6.60987 1.07647 -0.11
N 1.95554 0.67288 -1.17242 0.09
C 5.48566 -0.08353 -2.20127 -0.19
C 5.69733 -0.96126 -3.43977 -0.09
H -1.93349 7.57293 0.99060 0.07
H -0.54599 7.18748 -0.03292 0.07
H -0.63362 6.54490 1.60910 0.07
H -2.57593 5.82324 -0.65144 0.11
H -2.60384 5.14186 0.96847 0.11
H 0.27350 5.25677 -3.22902 0.10
H -1.06390 6.08892 -2.43538 0.10
H -1.28516 3.43328 -3.95253 0.07
H -1.86418 5.01849 -4.52057 0.06
H -2.61176 4.22477 -3.12091 0.08
H 1.51949 3.37599 -3.12908 0.11
H 3.56906 2.96169 -4.17989 0.11
H 5.13472 2.22712 -3.83185 0.10
H 3.69789 4.31013 -2.10677 0.07
H 5.18406 4.56370 -3.04127 0.07
H 5.18372 3.49363 -1.62936 0.08
H 4.01598 -1.96147 -0.85906 0.10
H -0.78851 -2.12753 3.37561 0.13
H -1.12573 4.08619 2.48495 0.10
H -0.86797 0.27540 6.30549 0.10
H -0.56585 -1.22367 5.44241 0.11
H -3.24092 0.26657 5.41561 0.08
H -2.89436 -1.14459 6.43450 0.07
H -2.93000 -1.29335 4.66315 0.06
H -1.50019 2.53809 5.88833 0.10
H -1.28154 3.78359 4.65559 0.10
H 0.94457 2.31920 6.15807 0.07
H 0.52159 4.03098 6.30344 0.06
H 1.22473 3.41645 4.80251 0.08
H 3.20117 -5.20446 0.05558 0.10
H 4.17264 -3.76056 -0.08424 0.10
H 2.53700 -5.10258 -2.28027 0.06
H 4.27467 -4.76474 -2.25124 0.07
H 3.10927 -3.44124 -2.43867 0.06
H 1.31843 -5.93119 -0.62867 0.09
H -0.36313 -5.41085 -0.60277 0.10
H 1.08710 -6.79110 1.70650 0.07
H -0.07691 -7.55640 0.61560 0.06
H -0.60226 -6.27847 1.72339 0.07
H 5.74545 -0.65842 -1.31044 0.11
H 6.17348 0.76513 -2.24669 0.11
H 4.98095 -1.78318 -3.46408 0.07
H 6.70461 -1.38257 -3.43257 0.07
H 5.57793 -0.37827 -4.35391 0.07
F -4.18890 1.28768 -1.75852 -0.08
C -2.99736 1.08571 -1.01370 -0.50
F -3.09800 2.10600 -0.06688 -0.05
F -2.02500 1.57116 -1.87683 -0.05
C -0.30681 -3.26212 0.84389 -0.22
C -1.10193 -2.94125 -0.44894 -0.41
C -0.31753 -2.93887 -1.76577 -0.12
P -2.04912 -1.19832 -0.51050 1.10
C -3.11487 -1.53555 1.01570 -0.52
C -4.25997 -2.53744 0.89265 -0.12
C -3.63781 -0.24265 1.63755 -0.13
C -3.16622 -1.64686 -1.99240 -0.52
C -3.64792 -3.08236 -2.24168 -0.13
C -2.56488 -1.09676 -3.30836 -0.14
H 1.20796 -4.47935 1.70009 0.13
H -1.01100 -3.72664 1.54635 0.13
H 1.17187 -2.51622 2.17501 0.16
H -1.89208 -3.69864 -0.50322 0.07
H 0.11559 -1.94973 -1.94676 0.07
H -0.97592 -3.17016 -2.60146 0.05
H 0.49819 -3.65731 -1.79322 0.05
H -2.37899 -1.94815 1.71064 0.05
H -5.04042 -2.15961 0.22938 0.07
H -4.70665 -2.69221 1.88199 0.07
H -3.91657 -3.50774 0.53250 0.05
H -4.42714 0.19077 1.02440 0.07
H -2.83385 0.48557 1.72658 0.05
H -4.04816 -0.43565 2.63720 0.06
H -4.06396 -1.06814 -1.78022 0.07
H -2.83774 -3.80766 -2.33116 0.05
H -4.19297 -3.09055 -3.19177 0.07
H -4.33787 -3.42947 -1.47671 0.04
H -2.25374 -1.91077 -3.96791 0.06
H -1.69535 -0.46803 -3.13237 0.05
H -3.30614 -0.50169 -3.84591 0.07
```

Calculated values
Electronic energy ... -113202.441 eV
Kohn-Sham gap (alpha / beta) ... 4.23 / 4.24 eV
Multiplicity ... 1
Net charge ... -1


Question: Which of these has the highest multiplicity?
Answer: C46H65AsIrN3OP2S3


Question: Look up the electronic energy of the first one.
Answer: -170017.934 eV


Question: Number 2 is which compound?
Answer: C46H65F3N4NiP


Question: Which formula does entry 1 have?
Answer: C46H65AsIrN3OP2S3